[1]
{"formula": "C45H48BrF4N4O2PSTl", "method": "ωB97M-V with the def2-TZVPD basis set", "elements": ["Tl", "C", "C", "C", "C", "C", "C", "C", "C", "C", "C", "C", "C", "C", "C", "C", "C", "C", "H", "H", "H", "H", "H", "H", "H", "H", "H", "H", "H", "H", "H", "H", "H", "H", "H", "H", "H", "H", "H", "H", "H", "H", "H", "H", "H", "H", "H", "F", "C", "C", "F", "C", "F", "C", "P", "C", "C", "C", "C", "C", "C", "C", "C", "C", "C", "C", "C", "C", "Br", "C", "F", "H", "H", "H", "H", "H", "H", "H", "H", "H", "H", "N", "C", "C", "C", "C", "C", "C", "S", "O", "O", "N", "C", "N", "C", "C", "C", "N", "H", "H", "H", "H", "H", "H", "H", "H", "H"], "coordinates": [[-0.475, 0.339, 0.037], [-1.676, -1.334, 2.980], [-2.359, -0.824, 1.933], [-1.697, -1.381, 0.670], [-0.582, -2.229, 1.213], [-0.589, -2.211, 2.557], [0.329, -2.935, 3.508], [1.321, -3.806, 2.744], [1.111, -1.905, 4.334], [-0.514, -3.808, 4.445], [-2.476, -2.045, -0.492], [-3.335, -3.163, 0.119], [-3.355, -1.083, -1.293], [-1.503, -2.692, -1.487], [-3.505, 0.179, 2.105], [-4.879, -0.483, 1.905], [-3.495, 0.720, 3.543], [-3.364, 1.404, 1.192], [-1.884, -1.111, 4.016], [0.087, -2.799, 0.589], [1.949, -3.202, 2.086], [0.807, -4.555, 2.137], [1.974, -4.331, 3.444], [1.745, -1.296, 3.683], [1.757, -2.411, 5.054], [0.441, -1.248, 4.894], [-1.082, -4.548, 3.879], [-1.220, -3.212, 5.026], [0.134, -4.337, 5.146], [-4.072, -2.775, 0.818], [-2.709, -3.882, 0.651], [-3.863, -3.696, -0.673], [-4.135, -0.618, -0.699], [-3.841, -1.627, -2.104], [-2.760, -0.284, -1.750], [-0.969, -3.539, -1.057], [-0.775, -1.969, -1.868], [-2.065, -3.064, -2.345], [-4.986, -1.346, 2.565], [-5.060, -0.815, 0.885], [-5.663, 0.233, 2.157], [-3.723, -0.056, 4.275], [-4.260, 1.492, 3.637], [-2.531, 1.168, 3.793], [-3.292, 1.164, 0.132], [-2.497, 2.005, 1.479], [-4.234, 2.053, 1.307], [3.732, -0.202, -6.531], [3.372, -0.121, -5.263], [4.328, -0.173, -4.265], [5.608, -0.302, -4.576], [3.932, -0.084, -2.942], [4.889, -0.116, -2.016], [2.597, 0.047, -2.572], [2.183, 0.014, -0.791], [3.047, 1.448, -0.110], [3.394, 1.526, 1.237], [3.926, 2.700, 1.749], [4.079, 3.812, 0.932], [3.704, 3.750, -0.402], [3.194, 2.572, -0.924], [2.978, -1.537, -0.280], [2.418, -2.694, -0.824], [2.981, -3.933, -0.568], [4.098, -4.028, 0.252], [4.655, -2.881, 0.798], [4.105, -1.635, 0.528], [1.654, 0.127, -3.599], [-0.167, 0.468, -3.273], [2.037, 0.036, -4.925], [1.143, 0.112, -5.904], [3.247, 0.680, 1.897], [4.215, 2.744, 2.791], [4.488, 4.729, 1.337], [3.800, 4.618, -1.041], [2.902, 2.542, -1.966], [1.549, -2.626, -1.471], [2.548, -4.823, -1.006], [4.537, -4.995, 0.458], [5.534, -2.951, 1.425], [4.587, -0.749, 0.916], [2.937, 7.032, -3.426], [1.960, 6.246, -2.857], [1.408, 6.586, -1.615], [0.471, 5.772, -1.015], [0.070, 4.600, -1.649], [0.595, 4.256, -2.889], [1.536, 5.070, -3.488], [-1.080, 3.549, -0.861], [-1.695, 2.697, -1.848], [-1.897, 4.325, 0.021], [-0.175, 2.489, 0.022], [0.230, 2.737, 1.306], [0.330, 1.600, 2.027], [0.690, 1.709, 3.303], [0.958, 2.939, 3.870], [0.846, 4.042, 3.034], [0.490, 3.959, 1.758], [3.010, 7.982, -3.102], [3.101, 6.922, -4.412], [1.718, 7.503, -1.127], [0.042, 6.031, -0.058], [0.245, 3.364, -3.391], [1.935, 4.812, -4.462], [0.753, 0.788, 3.868], [1.236, 3.036, 4.908], [1.052, 5.040, 3.404]], "lumo_energy_ev": -3.144, "e_above_lowest_kj_mol": 9.4, "charge": 1}

---

[2]
{"formula": "C15H22N5Pd", "method": "ωB97M-V with the def2-TZVPD basis set", "elements": ["C", "C", "C", "C", "H", "H", "H", "H", "H", "H", "H", "H", "H", "C", "C", "C", "H", "C", "C", "H", "H", "H", "H", "C", "C", "C", "H", "C", "C", "H", "H", "H", "H", "Pd", "N", "N", "N", "C", "N", "N", "H", "H", "H"], "coordinates": [[2.205, -1.943, -0.467], [1.674, -3.266, 0.049], [2.597, -1.908, -1.930], [3.267, -1.420, 0.479], [3.658, -2.159, -2.063], [2.436, -0.900, -2.331], [1.994, -2.603, -2.521], [2.454, -4.040, -0.008], [0.795, -3.617, -0.496], [1.402, -3.136, 1.104], [4.009, -2.204, 0.691], [2.784, -1.149, 1.424], [3.795, -0.551, 0.078], [-1.947, -0.081, -1.237], [-0.985, -0.565, -2.186], [-0.629, -1.909, -1.792], [-0.660, -0.068, -3.094], [-1.316, -2.197, -0.550], [-2.158, -1.081, -0.254], [-2.889, -1.060, 0.545], [-2.469, 0.869, -1.323], [-0.047, -2.598, -2.393], [-1.288, -3.136, -0.003], [0.536, 2.025, 0.944], [-0.115, 2.260, -0.289], [0.679, 1.712, -1.343], [-1.027, 2.840, -0.438], [1.895, 1.191, -0.747], [1.759, 1.333, 0.695], [2.515, 1.077, 1.438], [0.213, 2.378, 1.922], [0.492, 1.778, -2.413], [2.794, 0.915, -1.288], [0.597, -0.552, -0.496], [-3.042, 4.219, 2.999], [-3.104, 2.912, 2.534], [-4.226, 2.441, 1.925], [-3.721, 1.349, 1.317], [-2.402, 1.182, 1.509], [-1.996, 2.237, 2.245], [-2.228, 4.288, 3.590], [-3.936, 4.450, 3.429], [-4.366, 0.687, 0.745]], "lumo_energy_ev": [-1.959, -5.892], "spin_multiplicity": 5, "e_above_lowest_kj_mol": 53.9, "charge": 1}